Below is a structure of composition C22H33N6O2PbS5, with properties calculated with ωB97M-V/def2-TZVPD.

The geometry in XYZ format:
```
69
Properties=species:S:1:pos:R:3:forces:R:3
Pb 0.38726 0.33130 -0.18480 0.09 -0.03 0.12
C 2.29647 -0.41131 -5.10190 0.02 -0.08 0.04
C 1.13264 -0.65943 -4.13152 -0.02 0.05 -0.04
S 1.48767 -1.63822 -2.62530 -0.01 -0.10 0.04
C 3.24257 -1.43458 -2.24575 0.10 0.04 0.02
C 3.71264 -0.09338 -1.65258 0.00 -0.06 0.00
S 2.68639 1.35030 -2.04438 0.09 0.05 0.14
C 3.78648 2.33627 -3.08237 -0.03 -0.01 -0.18
C 4.08997 1.69961 -4.43459 0.03 0.01 0.03
S 2.65040 1.33059 -5.46950 0.02 0.04 -0.02
H 2.06431 -0.87416 -6.05988 -0.02 0.05 -0.02
H 3.22761 -0.87090 -4.77882 -0.01 -0.01 -0.01
H 0.35792 -1.24163 -4.62966 -0.01 -0.02 0.04
H 0.69359 0.28379 -3.81761 0.02 0.01 -0.01
H 3.83522 -1.70513 -3.11735 -0.06 0.03 -0.04
H 3.42481 -2.22748 -1.51789 0.01 0.00 0.00
H 4.72108 0.12786 -2.00284 0.02 -0.01 0.04
H 3.77894 -0.17447 -0.56728 -0.08 0.03 0.00
H 4.70701 2.54063 -2.53306 -0.01 -0.01 0.01
H 3.26648 3.28440 -3.22040 -0.04 -0.02 0.01
H 4.69336 0.79621 -4.32382 -0.04 -0.02 0.01
H 4.69808 2.39918 -5.01156 -0.01 0.00 -0.01
N 0.96770 -0.39152 2.57729 -0.03 0.00 -0.08
C 2.11427 0.36465 3.11734 0.00 -0.02 0.03
C 2.29549 1.73138 2.46578 0.05 0.00 -0.01
C 1.30924 2.81784 2.88842 -0.01 0.05 0.03
C -0.17097 2.51955 2.70710 -0.01 -0.02 0.02
N -0.53050 2.17556 1.31637 -0.07 -0.05 -0.03
H 0.09255 -0.13392 3.02139 -0.01 -0.02 -0.01
H 1.09643 -1.38306 2.74150 0.03 0.00 -0.01
H 3.00777 -0.22996 2.92210 0.00 0.00 0.00
H 2.05215 0.48282 4.20504 -0.02 0.00 0.00
H 2.30699 1.61641 1.37594 -0.02 0.01 -0.02
H 3.29750 2.08956 2.71458 0.00 -0.02 0.02
H 1.55661 3.74052 2.35498 -0.01 -0.01 -0.02
H 1.46287 3.04199 3.94773 0.00 -0.01 0.00
H -0.74732 3.38663 3.03944 0.00 0.01 -0.01
H -0.49243 1.69212 3.33872 0.01 -0.01 0.00
H -0.49333 2.99614 0.71602 0.00 0.01 0.01
H -1.50038 1.86268 1.30065 -0.01 0.04 0.04
S -1.38780 1.53974 -1.75596 0.03 -0.02 -0.13
C -2.89702 1.25151 -0.90355 -0.04 0.11 -0.01
C -3.88195 2.24691 -0.97760 -0.03 -0.04 0.05
C -5.11364 2.09223 -0.36663 0.07 0.00 -0.01
C -6.07284 3.15766 -0.46021 -0.11 -0.02 0.00
N -6.83880 4.00848 -0.54506 0.05 0.01 0.01
C -5.42035 0.91292 0.33473 0.05 0.06 -0.02
C -4.46915 -0.08767 0.39607 0.02 -0.03 0.02
C -3.22079 0.08692 -0.19116 -0.02 0.04 0.00
S -2.05943 -1.22944 -0.13826 0.12 -0.04 -0.01
C -6.68914 0.73436 0.97751 -0.07 -0.02 -0.01
N -7.70021 0.56579 1.49513 0.03 0.00 0.01
H -3.67171 3.16002 -1.51687 0.01 -0.01 -0.01
H -4.69656 -1.00613 0.92083 -0.02 0.01 0.00
C -1.49257 -5.00715 1.57038 -0.04 -0.03 0.02
C -1.07151 -3.59731 1.31318 -0.03 0.01 -0.03
N -0.27213 -3.22755 0.38700 0.00 0.06 -0.05
O 0.11561 -4.26211 -0.42720 0.00 -0.03 0.01
C -1.52473 -2.49694 2.18216 0.01 0.12 -0.06
C -1.50991 -2.65566 3.66523 0.01 0.01 0.03
N -1.87835 -1.35457 1.66183 -0.01 -0.15 0.10
O -2.09941 -0.28833 2.31143 -0.04 0.02 0.01
H -1.71785 -5.50423 0.62813 0.01 0.01 0.00
H -2.36704 -5.04541 2.21572 0.01 0.00 0.01
H -0.68157 -5.56442 2.04357 0.00 -0.01 -0.01
H 0.60346 -3.82729 -1.14083 0.02 0.00 0.00
H -0.58521 -3.13292 3.99300 0.00 0.00 -0.01
H -2.33425 -3.30337 3.97381 0.00 0.01 0.00
H -1.63069 -1.69489 4.15607 0.00 -0.01 0.01
```
Forces are in eV/Å.

Output
LUMO energy: -3.324 eV
Orbital gap: 7.69 eV
Net charge: +1
Energy above the lowest of the compared OMol25 structures with the same formula, charge and spin: 0.927 eV